The following is a DFT calculation (ωB97M-V with the def2-TZVPD basis set) of C47H57Cl2N4O3SSeTi as an isolated structure at a distorted geometry.

```
! RIJCOSX wB97M-V def2-TZVPD def2/J DEFGRID3
* xyz -1 3
Ti 0.31 0.41 0.23
C -2.88 7.05 -1.53
C -2.20 7.06 -0.16
C -3.27 7.31 0.91
C -1.18 8.20 -0.14
C -1.49 5.73 0.13
C -1.52 4.65 -0.74
C -0.85 3.48 -0.43
Se -0.95 2.01 -1.66
C 0.70 2.24 -2.61
C 0.76 3.10 -3.70
C 1.95 3.29 -4.39
C 3.06 2.58 -3.93
C 3.05 1.71 -2.85
C 1.82 1.52 -2.16
O 1.73 0.72 -1.12
C 4.32 1.01 -2.37
C 4.14 -0.51 -2.40
C 4.64 1.50 -0.94
C 5.53 1.34 -3.24
C 2.08 4.23 -5.58
C 0.75 4.89 -5.94
C 3.10 5.33 -5.26
C 2.57 3.44 -6.81
C -0.10 3.32 0.76
O 0.60 2.24 0.99
C -0.14 4.39 1.69
C -0.79 5.56 1.32
C 0.57 4.36 3.06
C 0.80 2.95 3.62
C 1.92 5.06 2.93
C -0.28 5.10 4.11
H -3.35 8.02 -1.70
H -3.65 6.28 -1.59
H -2.16 6.88 -2.33
H -3.78 8.26 0.72
H -2.83 7.35 1.91
H -4.01 6.51 0.91
H -1.67 9.16 -0.34
H -0.40 8.04 -0.89
H -0.68 8.28 0.83
H -2.07 4.69 -1.67
H -0.14 3.62 -3.99
H 4.00 2.72 -4.45
H 3.26 -0.83 -1.86
H 5.02 -1.01 -1.97
H 4.04 -0.86 -3.43
H 3.79 1.37 -0.28
H 4.90 2.56 -0.96
H 5.50 0.95 -0.54
H 5.38 1.02 -4.28
H 6.40 0.81 -2.85
H 5.76 2.41 -3.24
H 0.38 5.50 -5.11
H -0.01 4.16 -6.19
H 0.89 5.55 -6.80
H 2.77 5.90 -4.39
H 3.21 6.01 -6.10
H 4.08 4.91 -5.03
H 1.86 2.66 -7.07
H 3.53 2.97 -6.63
H 2.67 4.11 -7.67
H -0.77 6.39 2.02
H 1.54 2.39 3.04
H -0.12 2.37 3.63
H 1.16 3.04 4.65
H 2.55 4.54 2.20
H 2.45 5.06 3.89
H 1.80 6.09 2.60
H -1.28 4.65 4.18
H -0.40 6.16 3.90
H 0.20 5.01 5.09
Cl -3.98 1.48 1.01
C -3.66 -0.18 1.45
C -4.71 -0.99 1.84
C -4.43 -2.30 2.19
Cl -5.77 -3.32 2.69
C -3.13 -2.85 2.16
C -2.81 -4.18 2.51
C -1.46 -4.58 2.42
C -0.51 -3.69 1.99
N -0.77 -2.41 1.64
C -2.07 -1.99 1.73
C -2.35 -0.64 1.39
O -1.36 0.18 1.04
H -5.72 -0.61 1.88
H -3.58 -4.86 2.83
H -1.17 -5.59 2.68
H 0.52 -4.00 1.91
C 3.30 -1.38 3.70
C 1.98 -1.07 3.96
C 1.18 -0.60 2.93
N 1.65 -0.44 1.69
C 2.93 -0.75 1.43
C 3.79 -1.21 2.41
H 3.95 -1.74 4.49
H 1.55 -1.19 4.95
H 0.14 -0.37 3.07
H 3.25 -0.62 0.41
H 4.81 -1.44 2.16
N -0.13 -1.43 -1.08
H 0.15 -1.30 -2.05
H -1.10 -1.70 -1.03
H 0.41 -2.19 -0.68
S 2.23 -4.02 -1.40
C 3.13 -4.89 -0.30
N 3.87 -5.97 -0.70
C 4.63 -6.74 0.11
C 4.71 -6.48 1.44
C 3.97 -5.37 1.93
C 3.22 -4.60 1.10
H 3.81 -6.18 -1.69
H 5.15 -7.56 -0.37
H 5.31 -7.09 2.08
H 4.01 -5.13 2.99
H 2.65 -3.76 1.46
*
```

Summary:
E_HOMO (spin up / spin down), Eh: -0.0535 / -0.1478
<S²>: 2.0226

Löwdin population analysis, charges in e, atoms 1 to 8: 0.91 -0.07 -0.56 -0.05 -0.05 -0.18 -0.07 -0.38

***

The following is a DFT calculation (ωB97M-V with the def2-TZVPD basis set) of a 2-piece molecular cluster, C5H14NO3 overall at a distorted geometry.

```
! RIJCOSX wB97M-V def2-TZVPD def2/J DEFGRID3
* xyz -1 1
C -0.40 1.92 -1.53
C -0.20 0.60 -0.61
C 1.11 0.78 0.16
C 2.31 0.05 -0.31
O 1.95 -1.11 -1.02
N -1.41 0.27 0.05
C -1.69 -1.19 0.05
O -0.62 -1.81 0.60
H -0.27 2.68 -0.76
H 0.20 1.89 -2.44
H -1.43 1.88 -1.85
H 0.08 -0.16 -1.37
H 1.21 1.85 0.37
H 0.87 0.32 1.14
H 2.94 0.60 -0.97
H 2.98 -0.40 0.45
H 1.08 -1.61 -0.80
H -1.47 0.62 1.02
H -2.65 -1.36 0.58
H -1.74 -1.57 -1.08
H -0.46 -1.50 2.09
H -1.66 -1.48 3.10
O -0.72 -1.27 3.15
*
```

Summary:
E_HOMO, Eh: -0.1412

Löwdin population analysis, charges in e, atoms 1 to 8: -0.06 -0.42 -0.16 -0.28 -0.15 -0.04 -0.44 -0.32

***

The following is a DFT calculation (ωB97M-V with the def2-TZVPD basis set) of a single C3H6N2O molecule at a distorted geometry.

```
! RIJCOSX wB97M-V def2-TZVPD def2/J DEFGRID3
* xyz 0 1
C 2.69 0.17 0.11
N 1.73 -0.65 -0.04
N 0.38 0.03 -0.32
C -0.32 -0.96 -0.06
O -1.65 -0.88 -0.04
C -2.17 0.47 0.09
H 2.45 1.31 -0.28
H 3.72 -0.11 0.34
H -0.09 -2.14 0.09
H -3.05 0.76 -0.51
H -1.23 1.17 -0.53
H -2.47 0.82 1.14
*
```

Summary:
E_HOMO, Eh: -0.3559

Löwdin population analysis, charges in e, atoms 1 to 8: -0.09 -0.07 0.04 -0.34 -0.12 -0.09 0.12 0.05

***

The following is a DFT calculation (ωB97M-V with the def2-TZVPD basis set) of a single C4H9NS molecule at a distorted geometry.

```
! RIJCOSX wB97M-V def2-TZVPD def2/J DEFGRID3
* xyz 0 1
C 0.15 -1.58 -0.83
C 0.70 -1.06 0.30
N 1.04 0.24 0.55
C 1.12 0.97 -0.67
S -0.11 1.09 1.86
C -1.63 0.65 0.96
H 0.17 -2.60 -1.01
H -0.34 -0.94 -1.56
H 0.91 -1.78 1.07
H 0.24 0.94 -1.36
H 1.36 1.96 -0.46
H 2.04 0.63 -1.21
H -2.40 0.93 1.62
H -1.67 -0.43 0.84
H -1.57 0.97 -0.12
*
```

Summary:
E_HOMO, Eh: -0.3144

Löwdin population analysis, charges in e, atoms 1 to 8: 0.02 -0.32 -0.39 -0.21 0.83 -0.42 0.03 0.05

***

The following is a DFT calculation (ωB97M-V with the def2-TZVPD basis set) of an isolated ion of composition C6H12N and charge +1 at a distorted geometry.

```
! RIJCOSX wB97M-V def2-TZVPD def2/J DEFGRID3
* xyz 1 1
C 1.85 -1.01 0.11
N 1.01 0.09 -0.14
C 1.15 1.37 -0.12
C -0.35 1.68 -0.02
C -0.48 0.08 -0.13
C -1.26 -0.43 -1.27
C -0.95 -0.48 1.18
H 1.27 -1.62 0.87
H 2.79 -0.80 0.57
H 2.08 -1.50 -0.88
H 2.02 1.92 0.08
H -0.64 2.09 0.93
H -0.80 2.15 -0.78
H -1.18 -1.48 -1.51
H -1.06 0.08 -2.16
H -2.28 -0.24 -1.13
H -0.89 -1.57 1.09
H -1.99 -0.09 1.44
H -0.28 -0.23 1.88
*
```

Summary:
E_HOMO, Eh: -0.5876

Löwdin population analysis, charges in e, atoms 1 to 8: 0.03 -0.05 0.13 0.04 -0.45 0.00 -0.01 0.13

***

The following is a DFT calculation (ωB97M-V with the def2-TZVPD basis set) of C11H24ClI2N2P2Y as an isolated structure at a distorted geometry.

```
! RIJCOSX wB97M-V def2-TZVPD def2/J DEFGRID3
* xyz 2 1
I 0.20 2.61 1.64
I -1.64 -1.50 2.09
Y 0.33 0.06 -2.70
P -2.61 -0.01 -1.38
C -3.80 0.03 0.04
C -3.46 1.36 -2.29
H -4.53 1.09 -2.38
H -4.54 -1.15 -2.29
H -3.04 1.51 -3.28
H -3.09 -1.56 -3.24
H -3.61 0.94 0.64
H -3.39 2.28 -1.71
C -3.46 -1.40 -2.24
H -4.84 0.06 -0.29
H -3.35 -2.31 -1.64
H -3.66 -0.84 0.69
P 2.72 -0.04 -1.39
C 3.81 0.07 0.07
C 3.53 -1.48 -2.22
H 3.00 1.46 -3.40
H 4.49 1.09 -2.47
H 3.33 2.27 -1.83
C 3.42 1.33 -2.40
H 3.13 -1.74 -3.19
H 4.59 -1.19 -2.32
H 4.87 0.01 -0.22
H 3.60 -0.78 0.74
H 3.47 -2.35 -1.54
H 3.64 1.00 0.60
Cl 0.14 -0.09 -5.16
N 0.00 -0.03 5.36
C 0.03 -0.05 4.00
C 0.91 -0.96 3.32
C 1.04 -0.78 1.93
N 0.07 -0.19 1.20
C -0.79 0.79 1.85
C -0.85 0.79 3.30
H 0.58 -0.66 5.92
H -0.54 0.68 5.84
H 1.54 -1.63 3.87
H 1.90 -1.19 1.39
H -1.72 0.92 1.31
H -1.39 1.57 3.83
*
```

Summary:
E_HOMO (spin up / spin down), Eh: -0.4739 / -0.4687

Löwdin population analysis, charges in e, atoms 1 to 8: 0.93 1.15 1.21 0.73 -0.33 -0.29 0.06 0.06